No. 1
Below is 8 unconnected molecules or ions with the total composition C16H32F9NO21PS4 at a distorted geometry, with properties calculated with ωB97M-V/def2-TZVPD.

Last column: Löwdin charge in e.
Cartesian coordinates (Å):
N1 1.1950 1.8602 -3.8152  0.3143
H1 0.6742 1.3422 -3.1052  0.0742
H2 2.1880 1.7920 -3.5923  0.1436
H3 1.0024 2.8767 -3.8174  0.0773
H4 1.1220 1.4754 -4.7521  0.1434
C1 0.4732 5.0234 -4.3957  -0.5240
O1 0.8081 4.6696 -3.0041  -0.1560
O2 1.2404 4.3307 -5.1596  -0.1527
C2 -1.0568 4.7747 -4.5660  -0.5385
F1 -1.6154 5.6721 -5.3964  0.1270
F2 -1.3151 3.5413 -5.0462  0.1142
F3 -1.7419 4.8749 -3.4007  0.1083
C3 0.6978 5.5453 -1.9215  -0.3000
C4 1.3489 4.8969 -0.7131  -0.0809
H5 2.3814 4.5839 -0.8627  0.0736
H6 1.1814 5.5421 0.1527  0.0719
H7 0.8124 3.9719 -0.4702  0.0561
H8 -0.3345 5.7512 -1.6111  0.1097
H9 1.1687 6.5095 -2.1582  0.1181
H10 0.6369 6.1273 -4.4392  0.1459
P1 -0.2283 -0.0245 -0.8145  0.1753
F4 -0.0766 -0.0216 0.7900  -0.1407
F5 1.3442 0.2852 -1.0342  -0.1538
F6 0.0100 -1.6137 -0.8996  -0.1398
F7 -0.4581 -0.0338 -2.4474  -0.1880
F8 -1.8156 -0.2755 -0.5915  -0.1574
F9 -0.4969 1.5696 -0.8290  -0.1537
C5 -2.1221 -4.2578 3.9229  -0.0156
C6 -1.4320 -2.9284 3.7062  -0.3157
C7 -2.0800 -2.0916 2.5991  -0.0537
O3 -2.1147 -0.7972 3.2407  0.0565
C8 -1.8212 -0.8775 4.5517  -0.5557
O4 -1.7199 0.0673 5.2727  0.1498
O5 -1.5812 -2.1647 4.9110  0.0864
H11 -2.0222 -4.9690 3.1037  0.0766
H12 -3.1896 -4.1655 4.1273  0.0914
H13 -1.6747 -4.6881 4.8221  0.0908
H14 -0.3560 -2.9986 3.5419  0.1474
H15 -3.0862 -2.3910 2.3237  0.1393
H16 -1.3604 -2.0329 1.7866  0.1083
C9 -3.2797 1.0901 -4.1023  -0.1394
C10 -4.0875 0.6819 -2.8693  -0.1291
O6 -5.0377 -0.3007 -3.3356  -0.1949
S1 -5.4065 -0.0072 -4.8400  0.5677
O7 -6.3178 1.0727 -4.9364  -0.2229
O8 -5.6821 -1.2178 -5.5073  -0.2145
O9 -3.9452 0.4982 -5.2275  -0.1886
H17 -2.2448 0.7686 -4.1455  0.1150
H18 -3.3107 2.1759 -4.1945  0.1193
H19 -4.7258 1.4357 -2.4020  0.1309
H20 -3.5427 0.2640 -2.0262  0.1097
C11 4.6004 -0.7418 1.4530  -0.1527
C12 3.2352 -1.1534 0.8898  -0.1511
O10 2.9176 -2.4165 1.4871  -0.2034
S2 4.0692 -2.9381 2.4638  0.5694
O11 4.8976 -3.8418 1.7463  -0.2211
O12 3.5314 -3.3189 3.7035  -0.1985
O13 4.7962 -1.5363 2.6121  -0.1732
H21 4.7051 0.3256 1.5915  0.1251
H22 5.3023 -1.1198 0.6996  0.1281
H23 3.1946 -1.2084 -0.1951  0.1251
H24 2.4607 -0.4352 1.1638  0.1018
C13 0.3817 2.6461 4.1463  -0.1502
C14 0.4388 1.9080 2.7902  -0.1414
O14 1.0960 0.7009 3.2308  -0.2168
S3 2.3407 1.0919 4.1455  0.5828
O15 3.3774 1.7244 3.4053  -0.2260
O16 2.6409 -0.0003 4.9822  -0.1937
O17 1.5082 2.2188 4.9192  -0.1892
H25 -0.4901 2.3980 4.7477  0.1196
H26 0.4614 3.7224 3.9906  0.1282
H27 1.0427 2.4881 2.0960  0.1250
H28 -0.5700 1.7119 2.4540  0.1285
C15 1.2227 -4.6403 -0.0944  -0.1471
C16 0.7052 -4.6395 1.3371  -0.1666
O18 -0.2130 -5.7199 1.3955  -0.1862
S4 0.0195 -6.7887 0.2214  0.5946
O19 -1.1461 -6.8366 -0.5880  -0.2240
O20 0.5053 -7.9998 0.7672  -0.2210
O21 1.1982 -6.0198 -0.5263  -0.1767
H29 2.2716 -4.3605 -0.1576  0.1243
H30 0.6686 -3.9874 -0.7679  0.1203
H31 0.2705 -3.6513 1.4647  0.1113
H32 1.5542 -4.7951 2.0025  0.1287

Frontier orbital gap   8.0 eV
HOMO level   -6.21 eV
Total charge   -1
Largest force on an atom   2.5 eV/Å

No. 2
Below is a molecular structure, C16H32I2NOP2PbSi at a distorted geometry, with properties calculated with ωB97M-V/def2-TZVPD.

Last column: natural (NBO) charge in e.
Cartesian coordinates (Å):
I1 0.1028 2.9618 -5.6823  0.1103
I2 0.7814 0.2415 -5.7261  0.0429
Pb1 0.1088 1.1454 -1.6267  1.3120
P1 2.8063 0.8377 -1.4671  0.9885
C1 3.6064 -0.8053 -1.5177  -0.9719
C2 3.3726 1.8644 -2.8431  -0.9868
H1 4.4489 2.0592 -2.8145  0.3097
H2 4.3831 1.9271 0.1059  0.3091
H3 2.8614 2.8367 -2.8149  0.2716
H4 2.7832 2.6080 0.1558  0.2646
H5 3.3451 -1.3255 -2.4528  0.2715
H6 3.1324 1.4086 -3.8126  0.2843
C3 3.3207 1.6556 0.0646  -0.9860
H7 4.7093 -0.7684 -1.4584  0.3140
H8 3.0702 1.0355 0.9350  0.2952
H9 3.2529 -1.4327 -0.6812  0.2792
P2 -2.5343 0.8210 -1.8131  0.9488
C4 -3.2584 -0.8492 -2.0941  -0.9703
C5 -3.1955 1.6269 -0.3452  -0.9905
H10 -2.4265 2.8287 -3.1814  0.2686
H11 -3.9967 2.0305 -3.4012  0.3071
H12 -2.5462 1.3874 -4.1990  0.2837
C6 -2.9209 1.8473 -3.2692  -0.9786
H13 -2.7018 2.5973 -0.2190  0.2722
H14 -4.2661 1.8371 -0.3709  0.3140
H15 -4.3669 -0.8518 -2.1618  0.3134
H16 -2.9782 -1.5342 -1.2732  0.2800
H17 -3.0026 1.0539 0.5646  0.2790
H18 -2.8786 -1.2822 -3.0421  0.2792
C7 0.1624 -1.5178 -2.0843  0.4777
O1 0.1892 -2.6386 -1.8517  -0.3605
C8 -3.2553 -1.7087 1.1527  -1.1625
Si1 -1.6386 -1.2075 1.8890  1.7266
C9 -2.0914 -0.0511 3.2938  -1.1304
C10 -0.8396 -2.8272 2.3832  -1.1254
N1 -0.4009 -0.3339 0.9067  -0.6527
C11 0.7768 -0.1870 1.5856  0.0135
C12 0.9914 0.8523 2.5392  -0.2721
C13 1.9803 0.7324 3.4944  -0.1702
C14 2.9061 -0.3552 3.4617  -0.1922
C15 2.7621 -1.3147 2.4237  -0.1916
C16 1.7753 -1.1967 1.4779  -0.2890
H19 -3.8433 -2.0994 2.0125  0.3026
H20 -3.8929 -0.9441 0.7041  0.2306
H21 -3.2120 -2.5614 0.4685  0.2505
H22 -2.8565 -0.4522 3.9783  0.2920
H23 -1.2544 0.2050 3.9499  0.2649
H24 -2.4819 0.9131 2.9486  0.2394
H25 -0.5145 -3.3703 1.4890  0.2430
H26 0.0552 -2.7405 3.0043  0.2637
H27 -1.4983 -3.5124 2.9400  0.2914
H28 0.2979 1.6996 2.5757  0.2366
H29 2.0874 1.4574 4.3133  0.2605
H30 3.6641 -0.4808 4.2601  0.2651
H31 3.4670 -2.1597 2.4179  0.2560
H32 1.6519 -1.9629 0.7078  0.2179

Frontier orbital gap (spin up / spin down)   5.5 / 4.1 eV
HOMO level (spin up / spin down)   -16.68 / -16.84 eV
Total charge   +3
Largest force on an atom   3.6 eV/Å

No. 3
Below is 3 unconnected molecules or ions with the total composition C16H32N2O3 at a distorted geometry, with properties calculated with ωB97M-V/def2-TZVPD.

Last column: natural (NBO) charge in e.
Cartesian coordinates (Å):
N1 -2.1129 -0.3308 2.9483  -0.8284
C1 -1.9011 -0.8330 1.6448  -0.0036
C2 -0.8961 -0.6052 0.7801  0.0828
N2 0.2291 0.1890 0.9466  -0.7724
C3 -1.1733 -1.3588 -0.4607  0.7528
O1 -0.6997 -1.2365 -1.5446  -0.5081
O2 -2.2178 -2.2258 -0.1868  -0.5025
C4 -2.8485 -1.7576 0.9657  0.7479
O3 -3.9737 -2.0182 1.2357  -0.4965
H1 -1.3450 -0.5869 3.5585  0.3810
H2 -2.2257 0.6769 2.9618  0.3756
H3 0.0048 0.9259 1.6095  0.3780
H4 0.3891 0.6457 0.0484  0.3952
C5 5.4691 -3.9183 -0.4210  -0.6100
C6 4.5593 -4.6210 0.5825  -0.3979
C7 3.1879 -4.9813 0.0137  -0.3964
C8 2.3492 -3.7868 -0.4439  -0.3990
C9 2.0847 -2.7396 0.6349  -0.3988
C10 1.2928 -3.2689 1.8281  -0.6134
H5 5.0511 -2.9646 -0.7462  0.2004
H6 6.4475 -3.7143 0.0159  0.2087
H7 5.6217 -4.5380 -1.3069  0.2017
H8 4.4441 -3.9949 1.4716  0.1918
H9 5.0454 -5.5397 0.9207  0.2015
H10 2.6328 -5.5534 0.7624  0.1992
H11 3.3236 -5.6556 -0.8374  0.2010
H12 1.3909 -4.1589 -0.8202  0.2037
H13 2.8343 -3.3019 -1.2951  0.2021
H14 1.5234 -1.9161 0.1939  0.2018
H15 3.0275 -2.3119 0.9865  0.1943
H16 0.3284 -3.6699 1.5049  0.2003
H17 1.1028 -2.4672 2.5453  0.2018
H18 1.8263 -4.0604 2.3558  0.2057
C11 -2.9223 6.5629 -0.6076  -0.6101
C12 -3.0360 5.5212 -1.7169  -0.3987
C13 -3.4091 4.1287 -1.2111  -0.3978
C14 -2.3978 3.5062 -0.2482  -0.3982
C15 -0.9806 3.3754 -0.8042  -0.3955
C16 -0.8894 2.4704 -2.0302  -0.6185
H19 -2.1319 6.3141 0.1023  0.1979
H20 -2.6929 7.5464 -1.0189  0.2117
H21 -3.8593 6.6435 -0.0529  0.2025
H22 -2.0974 5.4789 -2.2762  0.1929
H23 -3.7981 5.8431 -2.4305  0.2050
H24 -3.5539 3.4658 -2.0681  0.2034
H25 -4.3787 4.1819 -0.7072  0.2034
H26 -2.7604 2.5116 0.0373  0.1956
H27 -2.3650 4.0906 0.6759  0.1993
H28 -0.3387 2.9709 -0.0142  0.1806
H29 -0.5731 4.3607 -1.0432  0.2008
H30 -1.2675 1.4697 -1.8076  0.2029
H31 0.1449 2.3711 -2.3632  0.2122
H32 -1.4645 2.8644 -2.8680  0.2104

Frontier orbital gap   9.5 eV
Energy relative to the best compared isomer or geometry (same formula, charge and spin)   11.4 kcal per mole
HOMO level   -9.93 eV
Total charge   0
Structure (SMILES)   NC1=C(N)C(=O)OC1=O.CCCCCC.CCCCCC
Largest force on an atom   1.3 eV/Å